## 1
Computed, not measured: C22H30N4O2 as an isolated structure, with ωB97M-V/def2-TZVPD.

Geometry as ORCA input:
```
! RIJCOSX wB97M-V def2-TZVPD def2/J DEFGRID3
* xyz 0 1
C -4.483 5.450 3.252
C -3.213 5.924 2.830
C -2.796 5.268 1.593
C -2.418 3.734 1.573
N -2.431 3.043 0.126
C -1.123 3.457 -0.649
H -1.032 4.584 -0.729
C 0.155 2.949 -0.182
N 0.502 1.598 -0.635
C 1.225 0.849 0.079
O 1.697 0.973 1.413
C 1.439 -0.649 -0.516
C 1.270 -0.713 -2.093
C 1.727 -2.089 -2.006
C 1.842 -2.707 -0.868
N 1.965 -1.642 0.039
C 2.022 -1.653 1.368
H 3.087 -2.114 1.676
H 1.153 -2.393 2.071
H 2.029 -0.751 1.984
C 2.218 -4.115 -0.744
C 2.713 -4.767 0.551
C 2.893 -6.065 0.626
C 3.108 -6.747 -0.631
C 2.484 -6.294 -1.734
C 2.309 -4.710 -1.886
N 2.090 -4.110 -3.330
C 1.729 -2.878 -3.166
O 1.671 -2.383 -4.485
C 2.249 -4.888 -4.393
H 3.172 -5.406 -4.402
H 1.874 -4.362 -5.241
H 1.488 -5.756 -4.318
H 2.737 -6.695 -2.907
H 3.186 -7.812 -0.735
H 3.038 -6.554 1.667
H 2.279 -4.240 1.420
H 1.421 0.059 -2.677
H 0.305 1.424 -1.531
H 0.555 2.958 0.988
H 1.051 3.904 -0.678
H -1.120 3.056 -1.520
C -2.528 1.568 0.242
C -1.901 0.781 1.252
H -2.150 -0.425 1.220
H -2.422 1.153 2.369
H -0.870 1.031 1.353
H -2.379 1.391 -0.764
H -3.782 1.487 0.516
H -1.343 3.473 2.218
H -3.231 3.182 2.173
H -3.558 5.274 0.769
H -2.002 5.814 1.206
H -3.073 7.010 2.641
H -2.371 5.698 3.546
H -5.092 5.720 2.584
H -4.868 5.848 4.077
H -4.498 4.255 3.395
*
```

Computed properties:
frontier orbital gap = 8.05 eV
E_LUMO = 0.0 eV

## 2
Computed, not measured: C22H30N4O2 as an isolated structure, with ωB97M-V/def2-TZVPD.

Geometry as ORCA input:
```
! RIJCOSX wB97M-V def2-TZVPD def2/J DEFGRID3
* xyz 0 1
C -2.541 -2.825 -1.616
C -2.762 -2.899 -0.215
C -4.003 -1.979 0.114
N -3.769 -0.731 0.491
C -3.282 -0.802 1.734
H -4.043 -0.121 2.566
C -1.992 -0.153 2.151
C -1.414 -0.044 3.297
H -0.448 0.388 3.385
H -2.011 0.455 4.068
H -1.407 -0.891 3.801
H -2.012 1.104 1.532
H -1.199 -0.771 1.231
H -3.250 -1.544 2.352
C -4.942 0.205 0.160
H -5.772 0.092 1.200
C -4.460 1.523 0.252
H -5.430 2.253 0.245
H -3.825 2.073 1.024
C -3.689 2.012 -0.932
N -2.440 1.272 -1.090
C -1.340 2.044 -0.828
O -1.170 3.277 -1.087
C -0.106 1.130 -0.622
C 0.004 -0.118 -1.204
C 1.400 -0.667 -0.678
C 2.056 0.274 -0.325
N 1.242 1.685 -0.450
C 1.448 2.866 -0.054
H 2.381 3.185 -0.740
H 0.662 3.617 -0.446
H 1.771 3.024 0.755
C 3.464 0.409 0.062
C 4.249 1.294 0.403
C 5.562 1.138 0.748
C 6.171 0.127 0.730
C 5.355 -1.128 0.155
C 3.985 -0.914 0.268
N 3.203 -1.976 -0.332
C 1.768 -1.888 -0.595
O 1.389 -3.130 -0.804
H 3.534 -2.854 -0.116
H 5.634 -2.179 0.317
H 7.117 -0.384 0.968
H 6.112 2.098 0.963
H 4.048 2.361 0.467
H -0.691 -1.051 -1.243
H -2.328 0.168 -0.646
H -4.184 1.735 -2.044
H -3.575 3.100 -1.088
H -5.375 0.004 -0.711
H -4.790 -1.997 -0.786
H -4.539 -2.505 0.849
H -1.999 -2.608 0.462
H -2.959 -4.000 0.185
H -3.278 -3.301 -2.064
H -2.644 -1.859 -2.128
H -1.685 -3.232 -1.837
*
```

Computed properties:
frontier orbital gap = 8.30 eV
E_LUMO = 0.0 eV

The structure with the greatest stability is 1.

## 1
Computed, not measured: a 2-piece molecular cluster, CH5PS overall, with ωB97M-V/def2-TZVPD.

Geometry as ORCA input:
```
! RIJCOSX wB97M-V def2-TZVPD def2/J DEFGRID3
* xyz 0 1
C 1.564 -0.583 0.632
P -1.594 -0.002 -0.336
S 1.855 0.488 -0.517
H 2.050 -0.417 1.553
H 1.182 -1.542 0.402
H -2.364 0.112 -1.550
H -2.018 1.175 0.297
H -0.676 0.768 -0.480
*
```

Computed properties:
frontier orbital gap = 8.40 eV
E_LUMO = -0.5 eV

## 2
Computed, not measured: a 2-piece molecular cluster, CH5PS overall, with ωB97M-V/def2-TZVPD.

Geometry as ORCA input:
```
! RIJCOSX wB97M-V def2-TZVPD def2/J DEFGRID3
* xyz 0 1
C 3.142 -0.090 -0.265
P -2.419 0.105 0.115
S 1.545 0.117 -0.349
H -2.950 0.918 1.108
H 3.757 0.630 -0.711
H 3.650 -0.925 0.153
H -3.206 -0.944 0.651
H -3.520 0.189 -0.702
*
```

Computed properties:
frontier orbital gap = 8.50 eV
E_LUMO = -0.4 eV

## 3
Computed, not measured: CH5PS as an isolated structure, with ωB97M-V/def2-TZVPD.

Geometry as ORCA input:
```
! RIJCOSX wB97M-V def2-TZVPD def2/J DEFGRID3
* xyz 0 1
C -0.214 -0.365 -0.594
P 0.598 2.664 -0.002
S -0.687 1.090 0.255
H -0.825 -1.202 -0.458
H 0.256 -2.449 0.603
H 0.622 -0.398 -1.260
H -0.345 3.630 0.350
H 0.594 -2.971 1.108
*
```

Computed properties:
frontier orbital gap (alpha / beta) = 7.67 / 7.15 eV
E_LUMO (alpha / beta) = -0.3 / -0.9 eV

The structure with the greatest stability is 2.

## 1
Computed, not measured: a 3-piece molecular cluster, C4H10NO4S overall, with ωB97M-V/def2-TZVPD.

Geometry as ORCA input:
```
! RIJCOSX wB97M-V def2-TZVPD def2/J DEFGRID3
* xyz -1 1
O 0.856 0.114 2.584
C 0.791 1.228 2.090
N 0.613 1.509 0.789
C 0.911 0.528 -0.244
C 2.253 0.888 -0.877
S 2.215 2.609 -1.578
C -0.229 0.571 -1.246
O -1.139 -0.232 -1.193
H 0.846 2.118 2.726
H 0.730 2.464 0.458
H 0.877 -0.473 0.185
H 2.998 0.940 -0.094
H 2.532 0.208 -1.676
H -0.263 1.399 -1.964
H -1.481 -3.421 -0.299
H -2.515 -3.017 -1.334
O -2.026 -3.779 -1.005
H -2.149 -1.677 1.285
H -2.900 -0.508 0.641
O -2.921 -1.468 0.752
*
```

Computed properties:
frontier orbital gap = 6.51 eV
E_LUMO = 3.2 eV

## 2
Computed, not measured: a 2-piece molecular cluster, C4H10NO4S overall, with ωB97M-V/def2-TZVPD.

Geometry as ORCA input:
```
! RIJCOSX wB97M-V def2-TZVPD def2/J DEFGRID3
* xyz -1 1
C -0.809 -1.923 -0.025
C 2.003 0.094 1.358
C -0.682 -0.634 -0.829
C 2.777 0.434 0.136
N -0.342 0.440 0.031
O -2.801 1.284 0.467
O -1.425 2.630 -1.000
O -1.904 -0.411 -1.443
O 3.760 -0.074 -0.321
S -1.301 1.627 0.416
H 0.003 -2.020 0.869
H -0.569 -2.927 -0.581
H -1.789 -1.790 0.326
H 0.969 -0.078 0.928
H 1.922 1.057 1.950
H 2.562 -0.712 1.983
H -0.043 -0.743 -1.670
H 2.412 1.162 -0.493
H -2.496 0.015 -0.736
H -2.248 2.571 -1.368
*
```

Computed properties:
frontier orbital gap = 8.64 eV
E_LUMO = 3.7 eV

The structure with the greatest stability is 1.

## 1
Computed, not measured: an isolated ion of composition CH2ClO3S and charge -1, with ωB97M-V/def2-TZVPD.

Geometry as ORCA input:
```
! RIJCOSX wB97M-V def2-TZVPD def2/J DEFGRID3
* xyz -1 1
C 0.802 0.689 -0.101
O -2.630 -0.577 0.210
O -0.474 -1.570 0.945
O -0.424 0.461 -0.680
S -1.346 -1.105 -0.155
Cl 2.204 0.456 -1.122
H 1.053 1.811 0.257
H 0.816 -0.166 0.646
*
```

Computed properties:
frontier orbital gap = 8.23 eV
E_LUMO = 3.7 eV

## 2
Computed, not measured: an isolated ion of composition CH2ClO3S and charge -1, with ωB97M-V/def2-TZVPD.

Geometry as ORCA input:
```
! RIJCOSX wB97M-V def2-TZVPD def2/J DEFGRID3
* xyz -1 1
C -0.484 0.122 -0.541
O 1.667 -0.345 0.755
O 0.253 1.026 -1.126
O -0.299 -1.218 -0.856
S 0.659 0.706 0.648
Cl -0.813 0.631 2.345
H -1.556 0.373 -0.521
H 0.573 -1.295 -0.704
*
```

Computed properties:
frontier orbital gap = 8.20 eV
E_LUMO = 4.0 eV

The structure with the greatest stability is 1.

## 1
Computed, not measured: the molecule C3H3BrS, with ωB97M-V/def2-TZVPD.

Geometry as ORCA input:
```
! RIJCOSX wB97M-V def2-TZVPD def2/J DEFGRID3
* xyz 0 1
C 1.093 -1.516 0.153
C 1.898 -0.113 1.014
C -1.179 0.362 -0.154
S -0.336 -1.238 -0.590
Br 2.804 0.798 -0.211
H -1.325 0.279 0.909
H -2.065 0.119 -0.746
H -0.890 1.309 -0.375
*
```

Computed properties:
frontier orbital gap (alpha / beta) = 7.62 / 7.62 eV
E_LUMO (alpha / beta) = -0.8 / -0.8 eV

## 2
Computed, not measured: a 2-piece molecular cluster, C3H3BrS overall, with ωB97M-V/def2-TZVPD.

Geometry as ORCA input:
```
! RIJCOSX wB97M-V def2-TZVPD def2/J DEFGRID3
* xyz 0 1
C -2.557 -0.959 -0.635
C -4.519 -1.335 -0.019
C -0.304 0.059 0.174
S -1.989 -0.385 0.726
Br -5.005 0.395 -0.082
H -0.101 0.009 -0.976
H 0.489 -0.555 0.820
H -0.024 1.171 0.238
*
```

Computed properties:
frontier orbital gap = 7.31 eV
E_LUMO = -0.9 eV

The structure with the greatest stability is 1.